DFT (ωB97M-V/def2-TZVPD) results for a structure of composition C25H44MoN3P at a distorted geometry.

Properties
Spin multiplicity   3
ΔE to the lowest compared entry with this formula, charge and spin   0.00 kcal per mole
Kohn-Sham gap (spin up / spin down)   6.0 / 7.4 eV
LUMO level (spin up / spin down)   -7.727 / -7.664 eV
Total charge   +2

Geometry (Å):
C1 -0.13 -1.69 3.33
H1 1.65 1.15 4.28
N1 -0.76 -1.40 -2.76
Mo1 -1.11 -0.07 -1.36
C2 -0.83 2.62 -2.48
C3 -3.87 -0.56 1.80
H2 2.38 -0.80 -1.12
C4 3.32 1.66 1.91
C5 3.16 -1.79 2.12
C6 0.36 -0.25 3.14
H3 -1.00 2.92 -1.45
H4 3.28 1.42 2.99
P1 1.06 0.00 1.42
C7 -1.08 -2.98 -4.90
H5 -0.78 -1.11 -6.10
H6 2.00 -3.48 0.33
C8 -0.63 0.69 -3.99
H7 -0.56 1.72 3.42
H8 -3.36 1.55 2.23
H9 0.89 -0.15 5.22
C9 -0.72 3.46 -3.57
C10 -1.20 -2.69 -2.54
H10 4.03 0.99 1.41
C11 1.39 0.08 4.26
H11 1.15 2.00 -0.78
H12 2.31 -0.52 4.21
C12 -0.84 0.67 3.33
H13 2.51 3.03 -0.29
H14 3.53 -2.03 -0.58
H15 -3.34 0.70 -2.50
H16 0.67 -2.44 3.35
H17 3.77 -0.92 2.43
H18 -3.57 -1.07 2.71
H19 1.53 3.73 1.61
H20 -4.94 1.41 1.73
H21 0.74 -3.04 1.48
C13 -3.99 0.89 1.64
H22 -1.31 0.42 4.29
H23 -0.88 -1.97 2.57
H24 -1.56 0.55 2.51
H25 2.81 1.35 -0.76
C14 2.11 2.00 -0.24
C15 -0.73 -0.78 -4.01
N2 -0.22 -0.04 0.24
C16 1.05 2.77 1.83
H26 -0.75 4.52 -3.38
C17 -0.56 1.56 -5.06
H27 -1.42 -2.96 -1.50
H28 -3.50 -0.95 -2.46
H29 3.85 -2.56 1.75
C18 3.01 -1.11 -0.28
C19 -1.27 -3.52 -3.65
H30 0.64 -2.47 -0.20
H31 0.06 2.79 1.37
H32 -0.64 -1.76 4.30
C20 -0.57 2.93 -4.85
H33 -1.13 -3.62 -5.77
H34 -0.50 1.10 -6.03
C21 1.32 -2.67 0.64
H35 -1.48 -4.57 -3.47
H36 2.65 -2.20 3.01
H37 -4.22 -0.03 -1.25
H38 3.72 2.69 1.82
C22 2.18 -1.44 0.97
H39 -4.52 -1.23 1.24
H40 -2.99 -0.66 1.13
C23 1.91 1.64 1.24
C24 -0.86 -1.62 -5.12
N3 -0.68 1.29 -2.74
C25 -3.27 -0.12 -1.79
H41 -0.47 3.61 -5.70
H42 0.96 2.71 2.93
H43 -3.53 1.01 0.61
H44 3.78 -0.35 -0.10


DFT (ωB97M-V/def2-TZVPD) results for a structure of composition C25H44MoN5OS.

Properties
Spin multiplicity   3
Kohn-Sham gap (spin up / spin down)   7.7 / 7.5 eV
LUMO level (spin up / spin down)   -9.581 / -9.802 eV
Total charge   +3

Geometry (Å):
H1 -6.78 0.77 -1.77
C1 5.64 -2.34 0.25
H2 7.00 -1.32 1.54
H3 -2.94 -3.57 1.05
H4 2.34 3.27 0.75
H5 2.00 3.56 -5.03
N1 -3.49 -0.51 -0.73
C2 -2.25 -0.60 -0.34
H6 2.48 0.38 2.35
H7 -1.29 -1.71 3.32
S1 -0.97 -0.08 -1.42
H8 0.34 2.48 -2.39
C3 0.15 1.65 1.47
C4 -2.82 -3.81 2.11
C5 6.00 -1.35 1.13
C6 3.90 -3.36 -1.21
H9 0.15 4.35 3.60
Mo1 0.92 0.41 0.04
H10 -7.39 -0.84 -2.06
H11 -7.52 -0.46 0.32
N2 -1.96 -1.08 0.88
H12 -0.27 -2.28 0.50
H13 -1.27 -4.16 3.55
C7 -0.74 -2.34 2.62
H14 4.08 2.82 -3.92
C8 1.56 3.75 1.35
H15 -2.73 -1.37 1.46
C9 -0.67 -1.62 1.27
H16 -6.22 -1.62 0.09
C10 4.33 -2.38 -0.29
H17 3.95 2.05 -2.32
H18 -5.47 -0.42 -3.45
H19 -0.28 2.03 0.48
H20 -3.27 -0.02 -2.74
N3 2.75 0.54 1.38
H21 -3.20 -4.81 2.25
H22 -4.21 -0.86 -0.10
H23 1.46 2.34 3.00
H24 -4.23 1.13 -1.81
C11 -4.03 0.07 -1.98
C12 1.41 2.35 -2.24
N4 2.20 3.00 -3.02
H25 0.87 4.25 0.67
H26 -3.45 -3.14 2.70
H27 5.35 0.39 2.23
O1 1.84 1.56 -1.32
C13 1.68 3.91 -4.05
H28 -5.12 -1.74 -2.35
C14 5.06 -0.37 1.52
C15 -5.30 -0.66 -2.40
H29 2.04 4.52 1.95
H30 6.35 -3.10 -0.05
C16 0.78 2.79 2.25
H31 2.09 4.91 -3.88
H32 0.60 3.95 -4.01
H33 -0.68 1.18 2.01
C17 3.67 2.91 -2.92
H34 4.05 3.82 -2.47
C18 1.77 -2.28 -1.28
H35 0.05 -0.77 1.46
H36 2.26 -4.04 -2.41
H37 -0.83 2.89 3.72
H38 0.76 -2.22 -1.68
H39 -5.88 0.11 0.44
H40 4.59 -4.13 -1.53
C19 -1.36 -3.74 2.55
H41 3.11 1.49 1.37
C20 2.62 -3.31 -1.70
H42 -1.03 3.98 2.34
N5 2.13 -1.34 -0.41
H43 0.28 -2.42 3.00
H44 -0.74 -4.37 1.90
C21 -6.53 -0.59 -0.11
C22 3.80 -0.40 1.01
C23 3.41 -1.39 0.09
C24 -6.56 -0.29 -1.61
C25 -0.30 3.54 3.03


DFT (ωB97M-V/def2-TZVPD) results for a cluster of 9 separate species, C25H44O35P2S8 in total.

Properties
Kohn-Sham gap   6.9 eV
LUMO level   -0.759 eV

Geometry (Å):
C1 0.98 1.94 1.82
H1 6.98 -4.07 4.21
S1 8.09 -6.37 2.79
H2 0.04 2.35 2.20
H3 11.83 -4.24 -3.33
C2 -16.41 4.64 -3.57
H4 -5.45 -1.18 0.46
O1 -6.03 6.39 3.62
C3 -16.36 4.08 -2.16
O2 -4.92 4.19 3.48
C4 -2.02 -1.66 3.63
H5 -15.76 4.08 -4.25
H6 -8.65 3.81 1.50
O3 8.59 -2.38 -1.18
H7 -16.32 2.99 -2.13
C5 3.53 -5.56 4.77
C6 -8.37 3.99 3.65
H8 1.90 -1.08 2.65
O4 9.09 -6.85 1.90
O5 -1.98 -2.59 4.42
O6 -15.90 5.97 -3.42
O7 -9.03 1.49 -1.19
O8 -15.13 4.60 -1.63
C7 -5.33 -0.11 0.30
H9 8.89 -4.69 5.63
C8 7.97 -4.07 3.75
O9 -13.49 5.93 -2.86
H10 3.84 -6.60 4.73
O10 5.18 2.68 -1.66
O11 7.90 -4.81 2.51
H11 9.69 -3.83 -4.98
H12 2.91 -0.35 1.39
H13 6.49 -1.37 -2.12
H14 -12.81 2.12 -2.74
C9 6.93 -0.07 -0.41
C10 1.95 -0.80 1.60
C11 -12.24 2.60 -1.96
C12 -0.80 -1.15 2.98
H15 -4.16 -1.27 3.89
O12 -4.75 2.17 1.50
H16 -10.70 3.17 -3.38
O13 6.37 1.22 -0.10
H17 -8.85 3.14 4.12
C13 10.87 1.53 -6.70
H18 -7.42 2.72 2.18
O14 11.43 -0.88 -8.86
H19 10.74 2.05 -7.64
P1 0.63 0.32 1.03
H20 -9.05 4.85 3.68
O15 -2.26 0.86 0.46
O16 11.65 -1.89 -6.62
H21 7.15 0.24 -2.54
O17 -15.11 7.07 -1.39
H22 3.72 -5.15 5.76
H23 1.87 -1.71 1.01
H24 10.23 -4.82 -2.79
H25 1.82 -5.97 3.49
H26 -11.59 4.55 -2.69
S2 -14.79 6.02 -2.29
C14 -0.83 -0.27 1.96
C15 6.52 -0.32 -1.84
S3 11.25 -0.81 -7.45
S4 5.04 1.47 -0.94
O18 -10.23 3.64 -1.42
S5 -10.13 2.23 -0.69
H27 10.83 -2.49 -4.71
O19 3.37 -3.68 1.85
C16 8.99 -4.85 4.56
H28 -12.91 3.09 -1.25
O20 8.69 -6.22 4.26
C17 10.15 -3.19 -4.23
O21 3.90 1.24 -0.12
H29 9.66 0.42 -5.27
H30 0.13 -1.55 3.37
O22 -7.18 4.33 4.38
H31 11.19 2.22 -5.92
S6 9.59 -2.01 -2.12
O23 10.08 -0.67 -2.14
H32 6.49 -0.82 0.27
P2 -5.05 0.62 1.95
S7 -6.10 4.99 3.42
O24 9.73 -0.45 -7.15
H33 -4.49 2.71 2.26
H34 1.38 -5.48 5.15
O25 10.83 -3.00 -2.01
C18 -3.30 -0.99 3.30
C19 -11.19 3.56 -2.49
O26 11.89 0.52 -6.86
O27 5.18 0.21 -1.91
O28 3.92 -2.38 3.88
H35 1.66 1.86 2.66
H36 1.36 2.62 1.06
C20 9.64 0.73 -6.32
H37 -6.23 0.32 -0.14
O29 -6.85 4.70 2.05
S8 3.46 -3.57 3.26
H38 8.00 -0.03 -0.27
O30 4.29 -4.82 3.80
O31 -10.27 2.46 0.71
C21 10.81 -3.95 -3.10
H39 8.27 -3.06 3.53
C22 2.09 -5.34 4.34
C23 -7.88 3.71 2.25
C24 -3.39 -0.11 2.30
H40 -4.47 0.05 -0.34
H41 -17.41 4.69 -3.98
H42 10.01 -4.63 4.24
O32 6.83 -7.01 2.89
C25 -2.16 0.22 1.48
O33 2.07 -3.97 3.93
H43 8.71 1.24 -6.54
H44 -17.19 4.44 -1.55
O34 9.10 -2.44 -3.56
O35 -11.47 1.60 -1.26


DFT (ωB97M-V/def2-TZVPD) results for a cluster of 5 separate species, C25H44O7S in total at a distorted geometry.

Properties
Kohn-Sham gap   8.5 eV
LUMO level   0.104 eV

Geometry (Å):
C1 1.67 1.78 0.95
C2 -1.78 -7.52 1.55
H1 -4.07 4.85 -3.46
H2 0.39 2.23 -0.90
H3 -0.93 7.16 -2.01
H4 -3.25 4.13 -2.06
C3 0.56 2.71 0.18
O1 -2.55 -0.21 -0.34
S1 -0.44 3.39 3.57
H5 -2.74 -2.79 -1.51
H6 0.93 3.83 0.01
H7 2.34 3.22 3.90
C4 1.79 -2.04 -2.51
C5 4.09 0.02 2.43
H8 1.79 4.49 2.61
C6 -1.68 -2.32 0.29
H9 4.34 -0.63 -1.29
H10 0.73 -1.82 -2.68
C7 -1.32 -0.90 -0.10
C8 -0.13 -5.89 1.92
H11 4.92 -0.60 2.98
H12 -1.20 5.72 -0.99
C9 1.92 4.31 3.78
O2 2.34 -1.09 -1.58
H13 -3.07 -5.95 0.77
H14 -4.21 -1.07 0.52
H15 2.63 -2.85 -4.36
H16 -1.66 3.58 -3.75
H17 -3.10 7.02 -2.98
C10 -2.89 6.24 -2.25
C11 1.39 0.74 2.18
C12 -1.41 6.17 -1.97
H18 -3.02 -6.05 2.54
H19 0.28 0.63 2.60
H20 -0.74 -0.89 -1.03
C13 3.24 1.93 0.40
H21 3.51 2.66 -0.50
H22 -1.88 -2.37 1.37
H23 -2.40 -8.32 1.97
H24 2.71 5.08 4.19
H25 -0.90 -3.04 0.05
H26 4.60 -1.02 -3.98
H27 4.50 -2.40 -2.87
H28 -0.69 -7.35 3.39
C14 3.59 -0.62 -2.09
O3 0.59 4.52 4.41
H29 1.89 -3.03 -2.07
C15 -2.97 -2.54 -0.47
C16 -3.16 4.89 -2.86
H30 -1.98 5.08 -4.66
H31 -3.48 6.44 -1.35
C17 4.39 1.02 1.15
O4 -0.84 5.32 -2.97
C18 -0.49 -7.30 2.31
C19 2.53 -0.15 2.98
H32 -1.55 -7.77 0.51
H33 0.44 -5.37 2.70
C20 3.97 -1.52 -3.24
O5 -1.81 3.25 4.32
H34 3.45 0.41 -2.42
H35 2.22 -1.12 -4.41
H36 0.45 -5.87 0.99
H37 5.50 1.12 0.74
C21 -3.62 -1.17 -0.40
C22 -2.42 -6.16 1.63
H38 2.23 -0.85 3.88
H39 -0.75 -0.39 0.67
C23 -1.90 4.65 -3.66
H40 -1.67 3.20 0.19
C24 -0.87 2.87 1.01
H41 -1.26 1.85 1.45
O6 -1.36 -5.19 1.68
C25 2.62 -1.92 -3.78
H42 -4.26 -0.97 -1.26
O7 -0.78 3.96 1.99
H43 -3.59 -3.33 -0.05
H44 0.29 -8.03 2.07


| no. | energy (a.u.) |
| --- | --- |
| 1 | -1552.19800 |
| 2 | -1793.54890 |
| 3 | -7480.43775 |
| 4 | -1903.36113 |